A cluster of 5 separate species, C46H96Br2ClF3N4O17PS in total, computed with ωB97M-V/def2-TZVPD.

```
171
Properties=species:S:1:pos:R:3:forces:R:3:mulliken_charge:R:1
C 2.29974 0.29784 0.37751 -0.1 -0.5 -0.3 -1.14
C 1.83137 -0.77721 -0.62106 -0.4 1.0 1.0 -0.18
S 0.48824 -0.14539 -1.69856 0.4 -0.2 -0.8 0.14
C -0.42391 1.09026 -0.73588 0.6 -0.4 -0.1 -0.61
C -1.90609 1.25771 -1.14455 0.1 0.9 1.0 1.61
C -2.68907 -0.06283 -1.24823 -0.5 -0.3 -0.7 -1.48
C -3.38884 -0.32595 -2.61156 0.1 -0.8 1.0 -0.11
C -2.49666 -0.90871 -3.68185 -0.4 0.4 -0.4 -0.01
O -2.55162 -0.55269 -4.82694 0.3 0.3 -0.3 -0.62
O -1.69072 -1.89933 -3.27054 0.0 0.3 0.5 -0.37
C -2.40348 2.28818 -0.06450 0.8 -0.6 0.9 -1.97
C -3.81876 2.17275 0.48647 -0.7 -0.2 -0.9 -2.43
C -4.96055 2.12411 -0.53774 -0.4 -0.2 0.4 0.43
C -6.36882 2.28657 0.08220 0.5 -0.1 -1.1 0.44
F -6.70536 3.60273 -0.05169 -0.1 0.1 0.5 -0.35
Br -6.47902 1.72043 1.93030 -0.2 0.3 -0.1 -0.10
C -7.46514 1.49838 -0.71104 -0.4 0.6 0.5 0.60
F -7.48038 0.21791 -0.33952 0.2 -0.1 -0.4 -0.22
F -8.65377 2.04032 -0.40361 0.0 -0.2 0.1 -0.22
Br -7.28434 1.66283 -2.63189 0.1 -0.2 0.0 -0.07
N -1.99983 3.59969 -0.67868 -3.1 0.2 0.7 2.36
C -2.27369 4.71714 0.25244 1.0 1.5 -0.3 -1.27
C -1.06829 5.67163 0.24030 0.2 -0.1 0.9 -0.81
C 0.24747 4.89344 0.50221 -0.8 -0.3 -1.0 -0.81
C 1.02672 4.65185 -0.81237 0.6 0.7 1.0 1.15
C 2.19696 5.65694 -1.00421 -0.3 -0.9 -0.5 -1.16
C 3.33858 4.95201 -1.76166 -0.5 -0.1 0.2 -0.63
C 2.84649 4.21696 -3.02854 0.5 0.2 -0.2 -0.09
O 3.69547 4.44866 -4.16073 -0.6 0.1 0.4 -0.42
C 2.92768 4.96128 -5.23020 0.6 0.0 -0.6 -0.76
C -2.44730 3.46181 -1.93720 1.1 -1.8 -0.1 -3.07
N -3.03965 4.23770 -2.80315 1.1 0.9 0.1 1.85
C -3.30078 5.66371 -2.45891 -0.2 -0.1 -0.2 -0.82
P -3.61848 3.81640 -4.39202 -3.2 -0.6 -0.9 0.26
N -5.14545 4.05128 -4.37857 0.5 0.1 0.3 -0.73
O -2.94811 4.87512 -5.36068 0.9 -0.1 0.5 -0.53
O -3.22621 2.34068 -4.80959 0.8 1.0 0.1 -0.25
N -2.13441 2.12309 -2.34487 0.4 0.6 -0.6 0.70
Cl -0.70513 2.37955 -3.33696 -0.1 -0.4 -0.1 -0.03
H 2.41493 1.25849 -0.12326 0.1 0.1 0.0 0.02
H 3.25743 -0.00583 0.79580 0.0 0.1 0.1 0.36
H 1.58847 0.39748 1.19472 0.1 0.1 0.1 0.46
H 1.45294 -1.64097 -0.08197 0.2 -0.2 0.0 0.19
H 2.67931 -1.03735 -1.24630 -0.3 -0.2 -0.4 0.51
H -0.36453 0.79777 0.31062 -0.3 -0.2 0.0 0.96
H 0.08021 2.05424 -0.79530 -0.1 0.1 -0.1 -0.74
H -3.47456 -0.12977 -0.49958 0.1 0.2 0.2 0.25
H -2.05834 -0.93050 -1.06739 0.4 0.2 0.1 0.82
H -4.12489 -1.11213 -2.40770 0.0 0.0 0.0 0.85
H -3.94802 0.52504 -2.97852 0.2 0.1 -0.3 -0.07
H -0.90006 -1.88887 -3.82977 -0.1 -0.4 -0.2 0.23
H -1.78395 2.22128 0.82920 0.2 -0.2 -0.1 0.82
H -4.05839 2.94033 1.22062 0.4 0.1 0.0 0.69
H -3.84620 1.22963 1.03136 0.1 0.0 0.2 0.77
H -4.98473 1.18910 -1.09321 0.3 -0.1 0.1 0.10
H -4.91352 2.91696 -1.28775 0.1 0.0 0.0 0.24
H -2.34665 4.37019 1.27801 0.0 -0.6 -0.1 0.65
H -3.19553 5.26061 0.06811 -0.1 -0.2 -0.2 0.39
H -1.00344 6.25334 -0.67871 0.1 0.0 0.0 0.10
H -1.20507 6.38101 1.05929 -0.2 0.1 -0.1 0.45
H -0.04034 3.91590 0.90213 0.1 0.0 0.2 0.12
H 0.85510 5.38480 1.25562 0.1 0.1 0.0 0.81
H 1.46855 3.65448 -0.76301 -0.1 -0.1 -0.2 -0.82
H 0.34906 4.72530 -1.66004 -0.1 -0.3 -0.1 0.02
H 1.86296 6.52545 -1.57454 0.0 0.2 0.2 0.24
H 2.52688 5.95979 -0.01294 0.2 0.3 -0.1 0.46
H 4.12499 5.66452 -1.99972 0.1 -0.1 -0.2 0.53
H 3.73494 4.19283 -1.08357 0.3 0.1 0.0 0.28
H 2.79672 3.14140 -2.82979 0.1 0.0 -0.1 0.14
H 1.83742 4.52479 -3.31194 -0.1 0.1 0.2 0.36
H 3.60626 5.23121 -6.03886 0.1 0.0 0.1 0.27
H 2.38895 5.87010 -4.94905 -0.2 -0.1 0.1 0.31
H 2.25202 4.20350 -5.64111 -0.2 0.1 0.2 0.27
H -2.37973 6.12867 -2.12825 0.0 0.0 0.1 0.25
H -4.09876 5.71085 -1.72797 0.0 0.1 0.1 0.25
H -3.64364 6.19109 -3.34035 0.0 -0.1 -0.1 0.37
H -5.63818 3.20250 -4.62304 -0.3 0.1 0.1 0.16
H -3.69127 5.40064 -5.69952 0.1 0.0 -0.2 0.38
H -2.99781 2.33057 -5.75406 0.2 -0.4 0.1 0.29
C -0.65139 -6.81588 -6.24979 0.1 0.0 -0.1 -0.75
O 0.63117 -6.25484 -6.07986 -0.1 0.0 0.2 -0.26
C 0.64783 -4.86640 -6.35474 0.2 -0.3 -0.1 -0.46
C 1.88324 -4.22382 -5.76341 0.0 0.2 0.0 -0.52
O 1.77444 -3.95380 -4.37005 -0.1 0.1 -0.1 -0.31
C 1.87819 -5.06297 -3.48873 0.0 0.1 0.2 -0.31
C 3.28613 -5.59344 -3.33979 0.0 -0.4 -0.1 -0.49
O 3.61184 -6.46317 -4.40740 0.0 0.2 -0.1 -0.26
C 5.00257 -6.67600 -4.51333 -0.1 -0.1 0.0 -0.78
H -1.00794 -6.67887 -7.27708 -0.1 0.0 0.0 0.32
H -0.57936 -7.88155 -6.04330 0.0 0.0 0.0 0.24
H -1.36800 -6.36818 -5.55117 -0.1 0.0 -0.1 0.29
H -0.24810 -4.38632 -5.94029 0.0 0.1 0.0 0.24
H 0.65679 -4.72975 -7.44501 -0.1 0.2 0.0 0.44
H 2.00608 -3.24515 -6.23307 0.0 0.0 0.0 0.39
H 2.77873 -4.80727 -5.98317 -0.1 -0.2 0.0 0.20
H 1.17940 -5.85646 -3.75967 0.1 -0.1 -0.1 0.27
H 1.56934 -4.67181 -2.51561 0.0 0.0 0.0 0.18
H 3.35377 -6.16072 -2.39997 0.1 0.1 0.1 0.37
H 3.99114 -4.75305 -3.30734 0.0 0.0 0.1 0.33
H 5.52343 -5.73719 -4.73443 0.1 0.0 0.1 0.33
H 5.17148 -7.36891 -5.33476 0.0 0.0 0.0 0.24
H 5.40535 -7.11182 -3.59210 0.1 0.0 0.0 0.30
C 9.00592 1.04252 2.66285 0.0 0.1 -0.1 -0.76
O 8.75808 1.01985 1.27495 -0.2 -0.1 0.1 -0.24
C 9.17944 -0.19558 0.67824 0.1 0.3 0.0 -0.55
C 8.53173 -0.37521 -0.67665 0.0 -0.2 0.0 -0.47
O 7.19646 -0.86407 -0.60953 0.0 0.1 0.0 -0.46
C 6.20232 0.06604 -0.21337 -0.1 -0.1 0.0 -0.15
C 5.84526 1.07046 -1.28910 0.1 0.3 0.2 -0.04
O 6.78588 2.12675 -1.32050 0.1 -0.1 -0.1 -0.25
C 6.71059 2.85680 -2.52727 0.0 0.0 0.1 -0.58
H 10.07462 0.92351 2.87396 0.0 0.0 0.1 0.31
H 8.67919 2.00772 3.04474 0.0 0.0 0.0 0.23
H 8.44285 0.25186 3.17240 0.1 0.0 0.0 0.32
H 8.91949 -1.04450 1.32204 0.0 0.0 0.0 0.34
H 10.27024 -0.15904 0.55429 0.0 -0.2 0.0 0.44
H 9.08902 -1.14704 -1.21100 0.0 0.0 0.0 0.40
H 8.58843 0.54014 -1.26793 0.0 0.1 0.1 0.17
H 6.47443 0.56500 0.71924 0.0 0.2 -0.1 0.32
H 5.31348 -0.53940 -0.01611 0.0 0.0 0.0 -0.06
H 4.85341 1.49905 -1.07151 -0.1 -0.1 -0.1 -0.08
H 5.81265 0.56390 -2.26183 -0.1 0.0 0.0 0.42
H 6.95738 2.21253 -3.37851 -0.1 0.0 -0.1 0.38
H 7.43802 3.66464 -2.48207 0.0 0.0 0.1 0.26
H 5.71068 3.28481 -2.65970 0.0 0.0 -0.2 0.02
C -7.91224 0.27330 4.63238 0.0 -0.1 0.2 -0.73
O -7.25342 -0.02592 5.83846 -0.1 0.2 0.1 -0.33
C -5.95666 0.54041 5.88911 -0.1 -0.3 0.0 -0.37
C -5.44506 0.58819 7.31283 0.1 0.1 0.0 -0.50
O -5.95067 1.68175 8.06165 0.0 -0.1 -0.1 -0.47
C -7.29774 1.57723 8.51007 0.1 0.2 0.1 -0.38
C -7.47993 0.61656 9.66417 -0.2 -0.2 -0.2 -0.59
O -7.55218 -0.71809 9.19138 0.2 0.0 0.0 -0.25
C -7.34360 -1.65744 10.22300 -0.1 0.0 -0.1 -0.77
H -7.34759 -0.11229 3.77567 0.0 0.0 0.0 0.20
H -8.88744 -0.20878 4.65028 0.0 0.0 0.0 0.33
H -8.05723 1.35594 4.52758 0.0 0.0 -0.1 0.33
H -5.97008 1.55759 5.47482 0.0 0.0 0.0 0.28
H -5.28489 -0.08761 5.28428 0.1 0.1 0.0 0.42
H -4.36510 0.74915 7.27082 0.0 0.0 0.0 0.39
H -5.61666 -0.35946 7.82654 -0.1 0.0 -0.1 0.22
H -7.97124 1.33648 7.68582 0.0 -0.2 0.0 0.19
H -7.55599 2.57692 8.86458 0.1 0.0 0.0 0.39
H -8.41861 0.84988 10.18476 0.1 0.1 0.1 0.45
H -6.64298 0.72547 10.36446 0.0 0.1 0.0 0.35
H -6.33778 -1.55296 10.64613 0.0 0.0 0.1 0.32
H -7.43764 -2.65208 9.79192 0.0 0.0 0.0 0.23
H -8.08978 -1.54246 11.01688 0.1 0.0 0.1 0.32
C 2.85111 -5.22783 6.22596 -0.1 -0.1 0.0 -0.78
O 2.21916 -5.22408 4.96458 0.2 0.1 -0.1 -0.25
C 1.50035 -4.02787 4.73046 -0.1 -0.4 0.0 -0.66
C 1.20912 -3.86593 3.25455 0.0 0.2 0.0 -0.45
O 2.30845 -3.35786 2.50800 0.0 0.0 0.0 -0.36
C 3.36775 -4.27299 2.24302 0.1 0.2 -0.1 -0.65
C 3.03176 -5.29516 1.17947 0.1 -0.3 0.2 -0.11
O 2.27884 -6.36168 1.72712 -0.2 0.1 0.0 -0.32
C 1.63074 -7.11838 0.72951 0.1 0.0 0.1 -0.69
H 2.11796 -5.12044 7.03350 0.0 0.0 0.0 0.32
H 3.36114 -6.18176 6.34048 0.0 0.0 0.0 0.24
H 3.59048 -4.42162 6.29348 0.0 0.0 0.1 0.33
H 2.07383 -3.16294 5.08609 0.0 0.0 0.0 0.34
H 0.55106 -4.08157 5.28209 0.0 0.2 0.0 0.45
H 0.42428 -3.11212 3.15254 0.0 0.0 0.0 0.39
H 0.83222 -4.79427 2.82154 0.1 -0.1 0.1 0.25
H 3.71426 -4.75343 3.15906 -0.1 -0.1 0.0 0.20
H 4.18640 -3.65664 1.86481 0.0 0.0 0.0 0.47
H 3.96179 -5.71093 0.76727 0.0 0.2 -0.1 0.45
H 2.46628 -4.80702 0.37406 0.1 0.0 0.0 0.02
H 0.90686 -6.50154 0.18254 0.0 0.0 -0.1 0.28
H 1.09566 -7.92859 1.22022 0.0 0.0 0.0 0.27
H 2.35486 -7.54587 0.02620 0.0 0.0 -0.1 0.28
```
Forces are in eV/Å.

Results
HOMO-LUMO gap (hartree): 0.2639
Charge: +1